(1)
ORCA calculation (wB97M-V/def2-TZVPD) on a single C4H5Cl molecule in a non-equilibrium geometry.

```
10
Properties=species:S:1:pos:R:3:forces:R:3
C 0.2116 -0.5012 0.1612 -4.063 -3.798 -0.233
C -1.2355 -0.5278 -0.1700 8.127 -6.214 -2.169
C 1.1209 0.3667 -0.1819 3.444 1.741 0.548
C -2.0135 0.4478 0.2348 -7.179 7.530 2.519
Cl -3.6846 -0.0031 -0.0703 0.590 1.049 0.408
H 0.3234 -1.5115 0.6267 1.270 0.903 -0.181
H -1.6472 -1.5023 -0.4544 0.147 0.372 0.591
H 2.2007 0.4243 0.1132 -1.164 -0.827 -0.004
H 0.9266 1.1768 -0.8245 -0.804 0.974 -0.626
H -1.8048 1.4339 0.7570 -0.369 -1.731 -0.854
```
Forces are in eV/Å.

Expectation value of S² ... 2.0195
Gap between HOMO and LUMO (alpha / beta) ... 6.598 / 7.898 eV
Molecular weight ... 88.537 g mol⁻¹
Lowest unoccupied orbital energy (alpha / beta) ... 1.15 / -2.51 eV
Calculated total energy ... -16745.4447 eV
Multiplicity ... 3


(2)
ORCA calculation (wB97M-V/def2-TZVPD) on a single C4H5Cl molecule in a non-equilibrium geometry.

```
10
Properties=species:S:1:pos:R:3:forces:R:3
C -1.0712 0.0725 -0.2206 -0.946 -1.254 1.015
C 1.3607 -0.1288 0.0645 0.582 -1.856 1.479
C -0.0498 -0.5778 0.2959 0.797 -1.613 0.367
C 2.5498 -1.1501 -0.0473 -1.433 1.465 -1.305
Cl 3.7972 -0.5431 -0.9977 0.540 -0.629 0.170
H -1.1837 1.0119 -0.6683 0.873 1.251 -0.894
H -2.0249 -0.3706 -0.0802 -0.887 -0.401 0.269
H 1.2976 0.5086 -0.7764 0.631 0.603 -1.035
H 1.7691 0.4006 0.9014 -0.313 1.048 0.731
H -0.2164 -1.5589 0.8463 0.157 1.386 -0.796
```
Forces are in eV/Å.

Expectation value of S² ... 2.0066
Gap between HOMO and LUMO (alpha / beta) ... 9.119 / 8.761 eV
Molecular weight ... 88.537 g mol⁻¹
Lowest unoccupied orbital energy (alpha / beta) ... 1.14 / -1.26 eV
Calculated total energy ... -16746.3060 eV
Multiplicity ... 3


(3)
ORCA calculation (wB97M-V/def2-TZVPD) on a 2-piece molecular cluster, C4H5Cl2FO3 overall in a non-equilibrium geometry.

```
15
Properties=species:S:1:pos:R:3:forces:R:3
O -0.4295 -0.6931 0.6300 -0.277 -0.657 -0.119
C 0.5260 -0.0207 0.4698 0.174 0.402 0.342
O 0.6558 1.2078 0.9963 0.291 0.183 0.247
C 1.9020 1.7783 0.6012 -0.664 0.917 -0.577
C 2.4300 0.8040 -0.4305 0.776 -0.808 0.413
F 3.7337 0.4376 -0.1818 -0.463 0.273 -0.068
O 1.6308 -0.3464 -0.2446 -0.113 0.160 -0.519
H 1.6614 2.7296 0.1213 0.168 0.016 0.147
H 2.5592 1.9666 1.4439 0.094 -0.361 0.099
H 2.3793 1.1514 -1.4627 -0.002 -0.132 0.022
Cl -4.5722 -2.6228 0.5328 -0.095 -0.209 -0.025
C -3.2793 -1.8238 -0.3431 0.385 0.505 -0.096
Cl -3.8642 -0.9334 -1.7735 0.021 -0.106 0.156
H -2.8086 -1.1137 0.3255 -0.081 0.061 -0.048
H -2.5244 -2.5214 -0.6845 -0.215 -0.244 0.026
```
Forces are in eV/Å.

Gap between HOMO and LUMO ... 11.108 eV
Molecular weight ... 190.985 g mol⁻¹
Lowest unoccupied orbital energy ... 0.49 eV
Calculated total energy ... -38133.9949 eV
SMILES ... O=C1OC[C@@H](F)O1.ClCCl


(4)
ORCA calculation (wB97M-V/def2-TZVPD) on an isolated ion of composition C4H5Cl2OP and charge +2 in a non-equilibrium geometry.

```
13
Properties=species:S:1:pos:R:3:forces:R:3
C -0.8603 1.2726 0.8333 2.012 1.805 2.195
C 0.4213 1.2451 1.2161 1.357 0.607 -0.006
C -0.8177 -0.5319 -0.7026 3.180 0.168 0.396
C 0.9060 -1.0157 -0.6062 -1.837 -1.228 -1.353
O -1.3876 0.4066 -0.0772 -0.411 -2.281 -1.723
P 1.7925 0.0338 0.6443 -3.522 1.591 0.497
Cl 2.1802 -1.0175 2.2018 0.491 -0.496 0.309
Cl 3.1746 1.2593 0.1438 0.754 -0.165 -0.576
H -1.5289 2.0494 1.2813 0.064 -1.074 -1.020
H 0.8044 2.1462 1.8499 -0.722 -1.938 -0.924
H -1.4203 -1.0548 -1.4548 -0.046 0.021 0.290
H 0.9212 -2.1606 -0.2578 -0.250 2.432 -0.535
H 1.3421 -1.0756 -1.7272 -1.071 0.559 2.450
```
Forces are in eV/Å.

Gap between HOMO and LUMO ... 9.074 eV
Molecular weight ... 170.963 g mol⁻¹
Lowest unoccupied orbital energy ... -10.95 eV
Calculated total energy ... -40588.6870 eV
Total charge ... +2


(5)
ORCA calculation (wB97M-V/def2-TZVPD) on a single C4H5Cl3OS molecule in a non-equilibrium geometry.

```
14
Properties=species:S:1:pos:R:3:forces:R:3
O 0.1085 1.8660 -0.0727 -0.250 1.917 0.653
C -0.0775 0.5558 -0.2469 3.172 -5.422 -1.246
C -1.3560 -0.1695 0.3128 -0.467 2.146 -1.913
S -2.8255 0.2287 -0.9246 1.246 2.250 0.742
C 1.2488 -0.2604 0.4246 -3.197 0.449 -1.759
Cl 1.2847 0.0931 2.0742 0.816 -0.030 0.958
C 1.8697 -1.2546 -0.2114 0.492 0.420 1.076
Cl 3.0558 -2.1916 0.6542 -0.211 -0.004 -0.527
Cl 1.6046 -1.6441 -1.8711 0.235 -0.119 0.344
H 0.4212 2.0335 0.8428 -0.372 -0.077 -0.606
H 0.1879 0.1671 -1.3391 -1.561 1.658 1.911
H -1.5945 0.1042 1.3507 -0.008 -0.059 -0.496
H -1.2681 -1.2351 0.1712 0.139 -0.273 0.119
H -2.6597 1.7068 -1.1647 -0.034 -2.856 0.743
```
Forces are in eV/Å.

Gap between HOMO and LUMO ... 9.673 eV
Molecular weight ... 207.509 g mol⁻¹
Lowest unoccupied orbital energy ... 0.47 eV
Calculated total energy ... -54676.9595 eV
SMILES ... O[C@H](CS)C(Cl)=C(Cl)Cl


(6)
ORCA calculation (wB97M-V/def2-TZVPD) on a 2-piece molecular cluster, C4H5Cl4O2P overall in a non-equilibrium geometry.

```
16
Properties=species:S:1:pos:R:3:forces:R:3
O 0.7401 0.2909 -1.4973 0.091 -0.022 0.012
P 2.1678 0.5439 -1.3632 -0.115 0.412 -0.740
Cl 3.3220 -1.0771 -1.3287 0.208 0.142 -0.016
Cl 2.6850 1.7642 0.1386 0.251 -0.005 -0.162
Cl 2.8596 1.5546 -2.9584 0.130 -0.042 0.043
C -1.6947 -1.1799 -0.0779 -0.097 0.108 0.029
C -1.7599 0.1719 0.6251 0.355 -0.139 -0.082
C -0.4644 0.5026 1.3354 -1.395 0.507 0.465
Cl -0.5024 1.8131 2.4891 0.236 -0.137 -0.137
C 0.6171 -0.1904 1.1926 0.964 -0.727 -0.106
O 1.5937 -0.7905 0.9584 -0.611 -0.044 0.700
H -0.8897 -1.1828 -0.8054 0.034 -0.068 -0.105
H -2.6290 -1.3751 -0.6012 -0.018 -0.032 0.000
H -1.5257 -1.9817 0.6386 -0.020 -0.089 0.057
H -2.5662 0.1787 1.3617 0.052 0.072 0.011
H -1.9534 0.9575 -0.1074 -0.065 0.066 0.031
```
Forces are in eV/Å.

Gap between HOMO and LUMO ... 8.782 eV
Molecular weight ... 257.868 g mol⁻¹
Lowest unoccupied orbital energy ... -0.07 eV
Calculated total energy ... -67704.2434 eV
SMILES ... O=P(Cl)(Cl)Cl.CCC(Cl)=C=O


(7)
ORCA calculation (wB97M-V/def2-TZVPD) on a single C4H5ClFNS molecule.

```
13
Properties=species:S:1:pos:R:3:forces:R:3
F -1.4570 -0.7044 1.5410 -0.179 0.086 0.301
C -1.3204 -0.2152 0.2805 0.008 0.108 -0.354
Cl -2.1479 -1.3431 -0.8325 0.035 0.021 -0.017
C 0.1408 -0.0989 -0.0534 -0.323 0.511 -0.178
C 0.9475 -1.3083 0.1712 0.062 -0.805 0.079
S 2.5076 -1.4648 -0.1626 0.009 0.049 0.004
C 0.7367 1.2544 0.1477 0.440 0.024 -0.309
N 0.4787 0.7677 -1.1880 -0.153 -0.029 -0.341
H -1.8428 0.7467 0.1793 0.148 -0.282 0.194
H 0.3974 -2.1579 0.6079 0.168 0.383 -0.157
H 1.7918 1.3323 0.3951 -0.130 -0.203 0.042
H 0.1156 2.0178 0.5622 -0.428 0.391 0.234
H -0.3479 1.1738 -1.6484 0.344 -0.254 0.503
```
Forces are in eV/Å.

Gap between HOMO and LUMO ... 8.516 eV
Molecular weight ... 153.609 g mol⁻¹
Lowest unoccupied orbital energy ... -0.38 eV
Calculated total energy ... -31792.5943 eV
SMILES ... F[C@H](Cl)[C@]1(C=S)CN1


(8)
ORCA calculation (wB97M-V/def2-TZVPD) on a 2-piece molecular cluster, C4H5ClN2 overall in a non-equilibrium geometry.

```
12
Properties=species:S:1:pos:R:3:forces:R:3
C -2.3141 -1.5791 0.0873 -0.026 0.519 -0.016
C -0.9940 -2.0267 0.0820 -0.109 0.197 -0.002
C -2.1920 -0.1960 0.0468 0.726 0.409 0.022
C 1.2179 1.8007 0.0032 -1.465 -0.712 -0.035
N -0.1768 -0.9757 0.0489 0.719 0.336 -0.031
N -0.8574 0.1172 0.0279 0.302 -0.866 0.024
Cl -3.3854 1.0055 0.0322 -0.346 0.300 -0.008
H -3.2283 -2.1367 0.1202 -0.151 -0.079 -0.017
H -0.6091 -3.0261 0.0992 0.118 -0.171 0.016
H 1.1920 1.9309 -1.0596 0.050 0.068 -0.267
H 1.6978 0.9416 0.4194 0.177 -0.268 0.140
H 0.8293 2.5650 0.6445 0.006 0.267 0.175
```
Forces are in eV/Å.

Gap between HOMO and LUMO (alpha / beta) ... 7.636 / 5.778 eV
Molecular weight ... 116.551 g mol⁻¹
Lowest unoccupied orbital energy (alpha / beta) ... -1.10 / -2.86 eV
Calculated total energy ... -19726.7111 eV


(9)
ORCA calculation (wB97M-V/def2-TZVPD) on a single C4H5ClN2 molecule in a non-equilibrium geometry.

```
12
Properties=species:S:1:pos:R:3:forces:R:3
C -0.0029 2.0492 -0.0324 0.644 -0.725 -0.025
C 0.7298 0.8625 -0.0470 0.609 0.364 -0.073
C -1.3531 -0.0223 0.1155 0.606 5.476 -0.269
C 0.4746 -1.5828 0.0132 0.270 -0.645 -0.019
N -1.2863 2.0328 0.0134 -1.383 -4.290 0.276
N -0.0717 -0.2421 0.0106 -0.622 -0.010 0.147
Cl -2.6160 -1.0877 -0.0363 -0.198 -0.361 -0.018
H 0.5002 3.0091 -0.0519 -0.020 0.150 0.008
H 1.7965 0.7611 -0.0304 0.107 -0.141 0.019
H 0.3646 -2.0288 1.0019 -0.013 0.059 -0.037
H -0.0641 -2.1971 -0.7076 0.052 0.047 0.015
H 1.5283 -1.5540 -0.2491 -0.051 0.076 -0.026
```
Forces are in eV/Å.

Gap between HOMO and LUMO (alpha / beta) ... 8.029 / 8.030 eV
Molecular weight ... 116.551 g mol⁻¹
Lowest unoccupied orbital energy (alpha / beta) ... 0.53 / 0.53 eV
Calculated total energy ... -19727.6575 eV


(10)
ORCA calculation (wB97M-V/def2-TZVPD) on C4H5ClN2 as an isolated structure in a non-equilibrium geometry.

```
12
Properties=species:S:1:pos:R:3:forces:R:3
C -0.0641 0.5458 -1.2503 -1.459 -3.730 4.522
C -0.9035 0.1079 -0.2312 2.899 0.793 -1.891
C 1.1176 1.0145 -0.5019 0.714 0.078 -1.595
C -0.2540 0.3055 1.0110 -1.983 -0.745 1.257
N 0.9482 0.7446 0.8861 1.328 0.230 -0.415
N 1.8949 0.8882 1.7320 -1.445 -0.656 2.744
Cl 0.7846 2.6298 -0.8443 0.586 4.626 0.149
H -0.2269 0.7116 -2.2371 -0.304 0.097 -2.649
H -1.7341 -0.5041 -0.2168 -2.180 -0.390 -0.632
H 2.1449 0.8559 -0.7361 0.507 -0.730 -0.697
H -0.7488 0.1530 1.9404 0.261 -0.237 0.713
H 2.7618 1.1807 1.3870 1.076 0.666 -1.507
```
Forces are in eV/Å.

Gap between HOMO and LUMO (alpha / beta) ... 7.471 / 7.470 eV
Molecular weight ... 116.551 g mol⁻¹
Lowest unoccupied orbital energy (alpha / beta) ... 0.06 / 0.06 eV
Calculated total energy ... -19727.4284 eV


(11)
ORCA calculation (wB97M-V/def2-TZVPD) on a single C4H5ClN2 molecule in a non-equilibrium geometry.

```
12
Properties=species:S:1:pos:R:3:forces:R:3
Cl 1.7996 -0.4438 0.0298 -0.413 0.568 -0.139
C 0.7048 0.9325 -0.0264 -1.627 1.118 0.247
C -0.6311 0.9705 0.7684 0.191 -0.218 -0.691
C -1.1571 -0.3883 1.0934 0.133 0.562 0.078
N -1.3018 -1.1284 0.0801 -0.730 -0.787 -0.666
N -1.1678 -0.3950 -1.1002 -0.157 -0.475 1.034
C -0.6614 0.8945 -0.7562 1.422 0.317 -0.104
H 1.1556 1.9320 -0.0390 0.265 -0.774 -0.060
H -0.8982 1.8910 1.3036 0.188 -0.616 -0.145
H -1.4280 -0.8026 2.0423 0.226 0.087 0.523
H -0.6792 -0.9881 -1.7579 0.143 0.425 -0.259
H -0.9873 1.7209 -1.3906 0.357 -0.206 0.180
```
Forces are in eV/Å.

Gap between HOMO and LUMO ... 9.624 eV
Molecular weight ... 116.551 g mol⁻¹
Lowest unoccupied orbital energy ... 0.89 eV
Calculated total energy ... -19729.5582 eV
SMILES ... Cl[C@@H]1[C@@H]2C=NN[C@H]12


(12)
ORCA calculation (wB97M-V/def2-TZVPD) on a single C4H5ClN2O molecule in a non-equilibrium geometry.

```
13
Properties=species:S:1:pos:R:3:forces:R:3
C 0.8548 0.0106 -0.7920 -0.095 1.270 0.707
C -0.3848 -0.5915 -0.2305 -2.208 -1.400 0.282
O -1.1979 -1.3442 -0.7664 1.258 0.467 -0.209
N -0.6909 -0.0864 0.9947 0.924 2.104 3.711
C -1.8117 -0.5825 1.9070 0.158 -0.149 -5.123
Cl -1.0812 -1.4061 3.2169 -0.156 -0.389 1.146
C -2.8989 0.3962 2.1630 2.189 -0.666 0.350
N -3.6707 1.2121 2.3492 -0.927 0.627 0.120
H 1.2822 -0.5952 -1.5663 0.387 -0.407 -0.099
H 0.3688 0.8842 -1.3160 1.176 -0.287 0.583
H 1.5806 0.2877 0.0767 -1.137 -0.262 -2.006
H 0.1097 0.4204 1.5000 -1.976 -1.011 -0.973
H -2.2789 -1.2623 1.1091 0.407 0.104 1.509
```
Forces are in eV/Å.

Gap between HOMO and LUMO ... 10.929 eV
Molecular weight ... 132.550 g mol⁻¹
Lowest unoccupied orbital energy ... 0.47 eV
Calculated total energy ... -21778.1837 eV
SMILES ... CC(=O)N[C@@H](Cl)C#N